Record 1
C4H10N2 | the ωB97M-V functional and the def2-TZVPD basis

Geometry as XYZ:
```
16
Properties=species:S:1:pos:R:3:forces:R:3:mulliken_charge:R:1
H -2.128 0.784 1.585 0.007 -0.204 -0.333 0.30
N -2.790 0.164 1.112 -0.582 -0.210 1.134 -0.54
C -2.342 -0.565 0.225 3.936 1.023 -5.439 -0.02
N -1.028 -0.333 -0.676 -1.640 0.546 2.741 -0.22
C -0.151 0.758 -0.344 0.667 0.221 0.006 -0.49
C 1.336 0.440 -0.533 -0.222 -0.038 0.231 -0.54
C 1.837 -0.599 0.466 -0.008 0.114 -0.189 -1.04
H -2.663 -1.034 -0.718 -2.391 -1.137 1.716 0.33
H -0.643 -1.187 -1.055 0.101 0.038 0.238 0.27
H -0.297 1.080 0.701 0.010 -0.172 -0.151 0.21
H -0.416 1.629 -0.959 0.034 -0.059 0.033 0.21
H 1.904 1.367 -0.416 -0.007 -0.047 -0.097 0.31
H 1.491 0.081 -1.553 0.055 0.072 -0.046 0.32
H 2.887 -0.827 0.298 0.072 -0.068 -0.010 0.33
H 1.268 -1.523 0.379 0.009 -0.103 0.056 0.28
H 1.736 -0.235 1.487 -0.042 0.024 0.109 0.29
```
Forces are in eV/Å.

The value obtained for the LUMO energy is 1.07 eV. The value obtained for the energy relative to the best compared isomer or geometry (same formula, charge and spin) is 2.2814 eV. As for the HOMO-LUMO gap: 10.10 eV. Its total energy is -267.84149 Ha. Its highest occupied orbital energy is -9.024 eV.

=====

Record 2
C35H48N2O2PPdS2Sb2 | the ωB97M-V functional and the def2-TZVPD basis

Geometry as XYZ:
```
93
Properties=species:S:1:pos:R:3:forces:R:3:mulliken_charge:R:1
Pd -0.973 0.128 1.240 0.270 -0.670 -0.177 -0.33
C -1.723 3.122 -4.790 0.000 0.009 -0.016 -1.36
C -1.593 1.962 -3.834 0.017 -0.010 -0.003 -0.08
O -1.968 2.426 -2.527 0.052 -0.047 0.021 -0.27
P -2.041 1.393 -1.302 0.022 0.014 -0.122 1.14
S -2.505 2.373 0.313 -0.169 0.164 0.133 -0.53
S -0.366 0.280 -1.207 -0.060 0.133 -0.133 -0.71
O -3.175 0.338 -1.748 0.029 -0.071 -0.041 -0.18
C -4.582 0.635 -1.650 0.024 0.020 0.017 -0.25
C -5.097 1.285 -2.916 -0.008 0.009 -0.002 -1.24
H -1.435 2.811 -5.796 0.002 -0.004 0.005 0.40
H -1.076 3.944 -4.483 -0.004 -0.003 0.003 0.31
H -2.750 3.485 -4.821 0.001 -0.003 0.005 0.30
H -0.566 1.591 -3.790 -0.005 -0.004 -0.010 0.33
H -2.245 1.133 -4.121 0.000 -0.004 -0.010 0.25
H -4.748 1.267 -0.776 -0.007 -0.002 -0.001 0.36
H -5.062 -0.327 -1.471 -0.008 -0.007 -0.008 0.30
H -4.630 2.257 -3.071 0.010 0.005 0.001 0.22
H -6.176 1.433 -2.840 0.008 -0.005 0.004 0.43
H -4.899 0.654 -3.784 0.003 0.002 0.003 0.29
C -2.540 -2.986 -0.790 0.445 -0.068 0.032 -1.04
C -1.158 -3.349 -1.361 -0.288 -0.140 -0.127 -0.65
C -0.163 -3.934 -0.370 0.657 0.504 -0.223 -0.91
Sb 0.347 -2.335 1.002 -0.329 0.302 1.665 0.23
C 0.475 -3.665 2.681 0.060 -0.203 -0.067 0.43
C -0.119 -3.491 3.924 -0.026 0.087 -0.021 0.41
C 0.087 -4.412 4.943 0.051 -0.019 0.012 -0.74
C 0.893 -5.521 4.733 -0.008 0.022 0.020 -0.82
C 1.493 -5.709 3.496 -0.015 0.005 -0.028 -0.80
C 1.283 -4.788 2.479 -0.079 -0.020 0.073 -0.43
C 2.332 -1.599 1.420 0.270 -0.600 -1.038 0.71
C 3.025 -0.936 0.407 0.033 0.101 0.115 -0.50
C 4.319 -0.481 0.626 -0.037 0.068 0.016 -0.74
C 4.918 -0.670 1.864 -0.021 0.023 0.045 -0.54
C 4.224 -1.319 2.876 0.066 0.062 -0.034 -0.76
C 2.942 -1.804 2.649 -0.036 0.077 0.180 -0.18
Sb -2.862 -1.679 0.929 -0.854 0.571 -0.126 0.13
C -2.964 -3.166 2.484 0.214 -0.062 0.017 0.36
C -2.796 -4.533 2.275 -0.008 0.006 -0.029 0.13
C -2.962 -5.445 3.310 -0.015 -0.011 -0.017 -0.66
C -3.302 -5.003 4.579 -0.020 0.032 -0.020 -0.67
C -3.490 -3.644 4.801 -0.027 -0.039 0.004 -0.55
C -3.329 -2.738 3.763 -0.054 0.037 -0.028 -0.80
C -1.555 0.163 3.156 -0.159 0.069 0.232 1.17
C -2.780 0.727 3.524 0.044 -0.027 -0.010 -0.66
C -3.124 0.879 4.862 0.014 0.017 0.034 -0.48
C -2.250 0.471 5.863 -0.026 0.014 -0.011 -0.65
C -1.021 -0.068 5.514 0.021 -0.001 -0.027 -0.53
C -0.677 -0.211 4.172 0.053 0.050 -0.027 -0.40
H -3.103 -3.884 -0.527 -0.001 -0.040 -0.042 0.63
H -3.104 -2.465 -1.565 -0.014 -0.004 0.014 0.43
H -0.730 -2.461 -1.832 -0.008 -0.005 0.023 0.13
H -1.308 -4.074 -2.171 -0.025 0.009 0.031 0.52
H 0.748 -4.290 -0.851 -0.101 -0.137 -0.091 0.57
H -0.563 -4.708 0.284 -0.014 -0.023 -0.041 0.43
H -0.770 -2.647 4.105 0.075 -0.078 -0.007 0.01
H -0.398 -4.264 5.899 -0.001 0.003 0.006 0.46
H 1.050 -6.239 5.528 0.001 -0.002 0.004 0.39
H 2.123 -6.572 3.321 -0.001 0.002 -0.002 0.41
H 1.764 -4.956 1.521 0.019 0.023 -0.021 0.36
H 2.559 -0.774 -0.559 -0.005 0.003 -0.023 0.43
H 4.858 0.019 -0.169 0.002 0.006 -0.008 0.44
H 5.926 -0.315 2.038 -0.006 -0.002 0.002 0.40
H 4.689 -1.471 3.842 0.009 -0.002 0.013 0.44
H 2.429 -2.346 3.435 0.046 0.021 -0.022 0.33
H -2.529 -4.911 1.295 0.012 0.010 0.006 0.22
H -2.818 -6.502 3.124 0.005 0.005 -0.002 0.41
H -3.425 -5.711 5.389 0.001 -0.002 0.004 0.41
H -3.765 -3.286 5.785 0.000 0.005 0.003 0.43
H -3.481 -1.683 3.962 0.006 -0.042 -0.003 0.56
H -3.476 1.043 2.755 0.002 0.004 0.004 0.25
H -4.082 1.315 5.122 0.009 -0.006 -0.001 0.40
H -2.521 0.585 6.905 -0.001 -0.005 -0.009 0.39
H -0.325 -0.381 6.284 -0.002 0.005 -0.009 0.43
H 0.299 -0.628 3.926 -0.071 0.015 0.010 0.37
C 2.180 4.463 0.110 0.027 0.022 0.006 -1.81
C 1.711 3.759 1.378 0.104 0.085 -0.003 1.53
C 2.910 3.419 2.266 0.082 -0.087 -0.042 -1.65
C 0.732 4.660 2.131 0.038 0.033 0.027 -1.78
N 0.980 2.582 0.906 -0.100 -0.091 -0.019 -0.08
N 0.482 1.719 1.911 -0.072 -0.109 -0.096 0.11
H 2.732 5.370 0.358 -0.002 0.004 -0.007 0.43
H 1.324 4.726 -0.512 0.000 -0.001 0.004 0.38
H 2.841 3.815 -0.471 -0.001 -0.002 0.006 0.40
H 3.398 4.330 2.616 0.016 0.004 -0.001 0.44
H 3.649 2.825 1.716 -0.069 0.026 0.046 0.34
H 2.610 2.856 3.154 0.010 0.022 0.000 0.35
H 1.196 5.626 2.337 -0.012 -0.011 0.003 0.49
H 0.440 4.234 3.094 0.006 0.000 -0.006 0.33
H -0.167 4.817 1.533 -0.003 -0.003 -0.014 0.34
H 1.511 2.021 0.253 -0.019 -0.010 -0.056 0.18
H -0.145 2.256 2.503 -0.045 -0.042 -0.026 0.25
H 1.217 1.335 2.505 0.002 0.012 0.059 0.02
```
Forces are in eV/Å.

The value obtained for the LUMO energy (spin up / spin down) is 0.33 / -0.65 eV. The value obtained for the energy relative to the best compared isomer or geometry (same formula, charge and spin) is 0.0000 eV. Its expectation value of S² is 0.775. As for the HOMO-LUMO gap (spin up / spin down): 6.17 / 6.54 eV. Its multiplicity is 2. Its total energy is -3368.59392 Ha. Its highest occupied orbital energy (spin up / spin down) is -5.832 / -7.190 eV.

=====

Record 3
C47H58ClN7O3Sb2Y | the ωB97M-V functional and the def2-TZVPD basis

Geometry as XYZ:
```
119
Properties=species:S:1:pos:R:3:forces:R:3:mulliken_charge:R:1
Y 0.100 0.090 -0.269 0.087 -0.522 0.068 -0.55
O 3.388 0.294 -3.191 0.045 0.033 -0.005 -0.76
C 2.353 -0.050 -2.633 -0.099 -0.112 0.172 -0.52
N 2.158 -0.237 -1.308 -0.012 0.119 -0.249 1.09
C 3.344 0.023 -0.515 -0.120 -0.052 0.040 -1.47
C 3.353 -0.861 0.702 -0.009 -0.082 -0.007 0.42
C 4.528 -1.090 1.414 0.082 0.015 -0.042 -1.10
C 4.505 -1.947 2.494 0.097 -0.002 0.080 -0.48
C 3.311 -2.576 2.826 0.066 -0.043 0.041 -1.13
C 2.193 -2.286 2.078 -0.101 0.136 -0.147 -0.47
N 2.195 -1.430 1.045 -0.107 0.146 0.117 1.25
C 1.143 -0.388 -3.474 0.004 -0.165 0.169 0.69
C 1.201 -0.253 -4.848 -0.002 -0.046 -0.221 -0.57
C 0.115 -0.672 -5.598 0.000 0.019 -0.043 -0.64
C -0.984 -1.220 -4.948 0.069 -0.047 -0.174 -0.64
C -0.961 -1.287 -3.570 0.025 0.003 0.256 -0.94
N 0.074 -0.874 -2.837 -0.103 0.489 0.213 0.95
H 3.400 1.075 -0.206 -0.011 0.078 0.048 0.20
H 4.241 -0.148 -1.105 0.181 -0.053 -0.072 0.71
H 5.444 -0.597 1.104 -0.071 -0.049 0.023 0.57
H 5.406 -2.136 3.070 -0.085 0.014 -0.061 0.42
H 3.247 -3.265 3.656 0.004 0.014 -0.019 0.59
H 1.243 -2.755 2.309 0.097 0.013 -0.066 0.30
H 2.099 0.164 -5.286 -0.072 -0.022 0.006 0.62
H 0.123 -0.575 -6.677 0.006 -0.010 0.024 0.46
H -1.851 -1.573 -5.495 0.095 0.043 0.034 0.52
H -1.816 -1.669 -3.019 0.009 0.008 0.033 0.54
C 1.167 3.937 2.337 -0.060 0.039 0.034 -1.29
Sb 1.689 1.865 2.415 -0.004 0.036 -0.083 0.33
C 3.790 2.273 2.450 0.060 -0.031 -0.039 -1.60
C 1.513 1.721 4.570 0.136 -0.389 0.039 -1.78
C 1.984 0.394 5.117 -0.027 0.160 -0.033 0.80
C 3.329 0.229 5.472 -0.077 0.035 -0.031 -0.51
C 3.805 -0.958 6.013 -0.045 0.041 -0.027 -0.79
C 2.928 -2.017 6.215 0.000 0.052 -0.020 -0.84
C 1.595 -1.874 5.857 -0.097 0.052 0.000 -0.61
C 1.102 -0.686 5.302 -0.155 0.005 0.023 0.88
C -0.362 -0.580 4.967 0.296 0.016 -0.026 -1.97
Sb -0.934 -1.014 2.914 -0.223 -0.165 0.134 0.44
C -0.996 -3.135 3.279 0.035 -0.085 -0.056 -1.45
C -2.990 -0.702 3.415 -0.021 0.031 0.005 -1.39
H 1.486 4.406 3.269 -0.020 0.046 -0.066 0.57
H 0.093 4.072 2.201 0.097 -0.014 0.036 0.20
H 1.683 4.399 1.495 -0.042 -0.014 0.055 0.39
H 3.978 3.019 3.224 0.042 -0.025 -0.053 0.68
H 4.093 2.677 1.481 0.003 -0.028 0.095 0.49
H 4.362 1.369 2.659 -0.041 0.081 0.006 0.35
H 0.476 1.940 4.825 0.062 -0.016 0.033 0.47
H 2.131 2.539 4.940 0.005 -0.022 0.065 0.81
H 4.007 1.071 5.350 -0.066 -0.101 0.005 0.39
H 4.849 -1.045 6.301 -0.135 0.021 -0.041 0.45
H 3.274 -2.942 6.668 -0.040 0.108 -0.061 0.43
H 0.900 -2.689 6.048 0.082 0.099 -0.036 0.37
H -0.778 0.405 5.191 0.061 -0.066 0.027 0.68
H -0.938 -1.316 5.531 0.022 0.024 0.045 0.86
H -1.938 -3.379 3.773 0.066 -0.019 -0.024 0.46
H -0.163 -3.411 3.928 -0.083 -0.003 -0.013 0.49
H -0.915 -3.709 2.351 -0.024 0.054 0.112 0.23
H -3.175 -1.168 4.384 -0.040 0.032 -0.059 0.65
H -3.613 -1.168 2.655 -0.018 0.016 0.022 0.21
H -3.218 0.363 3.480 0.010 -0.068 -0.006 0.34
C -3.415 3.618 2.256 0.274 -0.295 -0.120 -1.56
C -2.420 2.595 1.892 -0.299 0.461 0.194 0.33
N -1.626 1.816 1.610 -0.139 -0.103 -0.166 0.14
H -4.239 3.600 1.546 -0.007 -0.036 -0.054 0.35
H -2.955 4.603 2.236 0.065 0.004 -0.018 0.39
H -3.801 3.425 3.254 0.016 -0.050 0.041 0.40
Cl -0.640 4.627 -6.242 0.026 -0.055 0.117 -0.25
C -0.311 4.017 -4.638 0.045 0.015 -0.063 0.20
C 0.902 3.411 -4.361 0.109 -0.090 0.075 -0.88
C 1.153 2.919 -3.085 0.050 -0.012 -0.049 -0.03
C 0.204 3.001 -2.055 0.023 -0.099 0.079 -0.11
C 0.443 2.429 -0.694 0.188 0.527 -0.700 -0.71
C -0.997 3.643 -2.374 -0.156 0.032 -0.057 -0.28
C -1.259 4.151 -3.642 -0.162 -0.046 0.157 -0.57
H 1.653 3.329 -5.138 -0.033 0.007 0.072 0.48
H 2.119 2.465 -2.887 -0.080 0.086 -0.031 0.39
H -0.138 3.002 0.028 -0.012 0.043 0.081 0.63
H 1.504 2.591 -0.444 -0.029 -0.045 -0.028 0.38
H -1.753 3.751 -1.600 0.018 0.018 -0.045 0.37
H -2.202 4.642 -3.862 0.085 -0.030 0.051 0.43
C -0.127 -5.826 -1.394 -0.068 0.140 0.035 -1.12
N -0.585 -4.537 -0.901 -0.136 -0.185 0.076 0.21
C -1.912 -4.243 -0.374 0.199 -0.024 -0.143 -0.60
C -1.758 -2.768 -0.011 0.160 0.011 -0.052 -1.48
O -2.621 -2.076 0.503 0.033 -0.119 -0.034 -0.42
N -0.499 -2.347 -0.351 -0.597 -0.263 0.178 3.05
C 0.139 -3.413 -0.874 0.058 0.214 -0.058 -0.76
N 1.380 -3.323 -1.317 0.110 0.066 -0.029 -0.03
H -0.823 -6.592 -1.064 -0.010 -0.009 0.010 0.41
H 0.854 -6.069 -0.982 -0.022 0.024 0.011 0.33
H -0.078 -5.853 -2.485 -0.014 0.033 0.009 0.31
H -2.163 -4.845 0.501 0.037 0.024 -0.001 0.41
H -2.692 -4.370 -1.127 -0.012 -0.005 -0.001 0.42
H 1.813 -2.396 -1.300 -0.005 -0.018 -0.020 -0.38
H 1.826 -4.079 -1.804 0.002 -0.004 0.012 0.30
C -8.399 0.567 -3.490 0.043 0.000 0.030 -1.44
C -7.065 0.528 -2.797 -0.126 0.000 -0.069 0.57
C -5.897 0.836 -3.478 0.046 0.040 -0.133 -1.43
C -4.652 0.789 -2.867 0.111 0.033 -0.091 1.00
C -3.443 1.160 -3.679 -0.065 -0.030 0.005 -1.29
C -4.586 0.432 -1.504 0.185 -0.064 0.204 0.69
C -3.338 0.390 -0.746 -0.154 0.136 0.059 -0.25
O -2.193 0.418 -1.192 0.441 -0.126 -0.132 1.30
C -5.770 0.123 -0.790 0.008 -0.029 0.107 1.01
C -5.773 -0.284 0.670 0.035 0.098 -0.092 -1.24
C -6.980 0.170 -1.454 -0.092 -0.028 0.050 -1.31
H -8.326 1.030 -4.474 0.009 -0.015 0.039 0.37
H -9.128 1.123 -2.899 0.017 -0.010 -0.010 0.37
H -8.792 -0.444 -3.620 0.022 0.022 0.008 0.33
H -5.954 1.131 -4.523 0.005 -0.029 0.108 0.37
H -3.744 1.561 -4.648 0.003 -0.036 0.071 0.61
H -2.793 0.302 -3.848 -0.113 0.072 0.023 0.08
H -2.830 1.899 -3.173 0.089 0.082 0.048 -0.06
H -3.451 0.358 0.340 -0.089 -0.115 0.078 -0.44
H -5.099 -1.117 0.864 0.033 -0.028 -0.028 0.11
H -6.776 -0.585 0.965 0.004 0.011 -0.014 0.42
H -5.476 0.541 1.325 0.004 -0.035 -0.041 0.24
H -7.888 -0.077 -0.913 0.033 0.012 -0.030 0.42
```
Forces are in eV/Å.

The value obtained for the LUMO energy is -2.44 eV. As for the charge: +1. As for the HOMO-LUMO gap: 6.50 eV. Its total energy is -3413.78499 Ha. Its highest occupied orbital energy is -8.946 eV.